Computed, not measured: the ion C24H26BrN2O2 with charge +1, with ωB97M-V/def2-TZVPD.

E_LUMO: -2.1513 eV
relative energy (zero: lowest compared OMol25 entry of this formula, charge and spin): 1.8 kcal/mol
max |F|: 0.7 eV Å⁻¹
molar mass: 454.39 g/mol
SMILES string: O=C(COc1ccc(Br)cc1C[NH2+]CCc1ccccc1)NCc1ccccc1

ORCA input file:
```
! RIJCOSX wB97M-V def2-TZVPD def2/J DEFGRID3
* xyz 1 1
O -0.810 0.180 -0.216
C 0.143 -0.220 -0.886
C 1.250 0.743 -1.330
O 0.896 2.059 -0.984
C 0.047 2.767 -1.795
C 0.020 2.697 -3.182
C -0.830 3.512 -3.907
C -1.659 4.407 -3.249
Br -2.834 5.525 -4.239
C -1.645 4.486 -1.865
C -0.798 3.671 -1.135
C -0.793 3.690 0.369
N -1.509 2.491 0.873
C -1.662 2.422 2.345
C -0.337 2.161 3.059
C 0.263 0.826 2.698
C -0.407 -0.348 3.020
C 0.142 -1.578 2.712
C 1.372 -1.653 2.081
C 2.051 -0.489 1.770
C 1.498 0.745 2.073
N 0.288 -1.473 -1.288
C -0.632 -2.551 -0.953
C 0.119 -3.834 -0.717
C 0.943 -4.351 -1.710
C 1.646 -5.524 -1.500
C 1.526 -6.197 -0.295
C 0.695 -5.697 0.692
C -0.004 -4.520 0.483
H 2.162 0.522 -0.769
H 1.455 0.623 -2.397
H 0.669 2.023 -3.719
H -0.842 3.456 -4.983
H -2.293 5.189 -1.363
H 0.234 3.659 0.732
H -1.288 4.588 0.745
H -1.028 1.599 0.502
H -2.439 2.478 0.445
H -2.097 3.361 2.695
H -2.356 1.610 2.565
H -0.540 2.180 4.132
H 0.374 2.960 2.852
H -1.356 -0.303 3.535
H -0.383 -2.481 2.984
H 1.803 -2.614 1.845
H 3.026 -0.542 1.306
H 2.040 1.649 1.833
H 1.102 -1.741 -1.822
H -1.188 -2.246 -0.065
H -1.340 -2.679 -1.782
H 1.024 -3.846 -2.664
H 2.281 -5.916 -2.279
H 2.072 -7.113 -0.132
H 0.589 -6.224 1.628
H -0.659 -4.138 1.250
*
```

These are the Löwdin partial charges, in e, on atoms 1 to 4: number 1, O, carries 0.045; number 2, C, carries -0.415; number 3, C, carries -0.074; number 4, O, carries -0.041


Computed, not measured: a structure of composition C16H14ClFIn, with ωB97M-V/def2-TZVPD.

E_LUMO: 1.6564 eV
relative energy (zero: lowest compared OMol25 entry of this formula, charge and spin): 27.9 kcal/mol
max |F|: 3.1 eV Å⁻¹
molar mass: 375.56 g/mol

ORCA input file:
```
! RIJCOSX wB97M-V def2-TZVPD def2/J DEFGRID3
* xyz -1 1
C 0.862 -2.035 0.855
C 0.927 -1.703 -0.526
C -0.424 -1.809 -1.039
H 1.826 -1.546 -1.111
C -1.282 -2.171 0.047
C -0.487 -2.311 1.200
H -0.837 -2.546 2.209
H 1.692 -1.995 1.550
H -0.686 -1.784 -2.087
H -2.349 -2.453 -0.019
In -0.298 0.742 -1.152
Cl 1.920 0.966 -0.414
C 0.096 2.693 -3.951
C -1.129 2.058 -4.297
C -0.820 0.846 -4.975
H -2.126 2.456 -4.115
C 0.597 0.733 -5.049
C 1.163 1.877 -4.421
H 2.223 2.111 -4.349
H 0.199 3.662 -3.464
H -1.539 0.154 -5.407
H 1.150 -0.061 -5.545
F -5.576 1.657 2.367
C -4.430 1.485 1.632
C -3.273 1.095 2.311
C -2.069 1.044 1.573
C -2.136 1.128 0.206
C -3.273 1.592 -0.434
C -4.461 1.753 0.280
H -3.300 0.895 3.379
H -1.128 0.922 2.097
H -3.261 1.936 -1.472
H -5.391 2.051 -0.192
*
```

These are the Löwdin partial charges, in e, on atoms 1 to 4: number 1, C, carries -0.171; number 2, C, carries -0.311; number 3, C, carries -0.289; number 4, H, carries 0.057


Computed, not measured: a cluster of 3 separate species, C10H13NO3 in total, with ωB97M-V/def2-TZVPD.

E_LUMO: -0.9733 eV
relative energy (zero: lowest compared OMol25 entry of this formula, charge and spin): 195.7 kcal/mol
max |F|: 6.5 eV Å⁻¹
molar mass: 195.22 g/mol

ORCA input file:
```
! RIJCOSX wB97M-V def2-TZVPD def2/J DEFGRID3
* xyz 0 1
C -2.035 -0.794 1.790
C -1.831 -2.074 0.769
C -0.503 -2.144 0.098
C 0.097 -0.868 -0.476
C 1.305 -0.927 -1.161
C 2.056 0.166 -1.486
C 1.568 1.381 -0.784
C 0.357 1.571 0.012
C -0.446 0.350 0.098
C -1.677 0.353 0.873
H -1.040 0.195 3.474
H -0.135 -1.252 2.749
H -3.120 -0.805 1.996
H -2.814 -1.825 0.137
H -2.001 -2.948 1.278
H 0.248 -2.434 0.803
H -0.502 -2.798 -0.831
H 1.671 -1.918 -1.604
H 3.117 -0.220 -3.469
H 3.228 2.294 -1.454
H -0.016 2.444 0.430
H -1.328 0.973 1.722
H -3.376 1.913 0.735
N -1.234 -0.697 2.955
O 3.236 0.374 -2.165
O 2.294 2.393 -1.071
O -2.858 0.880 0.105
*
```

These are the Löwdin partial charges, in e, on atoms 1 to 4: number 1, C, carries -0.386; number 2, C, carries -0.118; number 3, C, carries -0.173; number 4, C, carries -0.170


Computed, not measured: a structure of composition C26H68BN2O18, with ωB97M-V/def2-TZVPD.

E_LUMO: -3.0074 eV
relative energy (zero: lowest compared OMol25 entry of this formula, charge and spin): 14.2 kcal/mol
max |F|: 12.9 eV Å⁻¹
molar mass: 707.64 g/mol

ORCA input file:
```
! RIJCOSX wB97M-V def2-TZVPD def2/J DEFGRID3
* xyz 1 1
C 3.807 -4.604 3.430
C 3.770 -5.196 1.934
C 4.068 -4.040 0.891
C 4.127 -4.764 -0.471
N 4.364 -3.767 -1.636
C 4.671 -4.479 -2.855
C 5.386 -3.317 -3.776
C 6.089 -2.477 -2.692
C 5.684 -2.919 -1.357
C 3.168 -2.753 -1.854
C 1.856 -3.404 -2.233
C 0.680 -2.492 -2.201
H 3.908 -5.189 4.335
H 3.121 -3.834 3.717
H 4.689 -3.997 3.774
H 2.826 -5.687 1.666
H 4.619 -5.735 2.129
H 4.912 -3.442 0.985
H 3.316 -3.285 1.094
H 3.227 -5.315 -0.748
H 4.972 -5.380 -0.413
H 3.845 -4.707 -3.456
H 5.408 -5.331 -2.623
H 4.751 -2.918 -4.250
H 6.073 -3.483 -4.486
H 5.967 -1.468 -2.744
H 7.284 -2.557 -2.881
H 5.457 -2.113 -0.663
H 6.297 -3.634 -1.086
H 3.368 -1.978 -2.618
H 3.144 -2.244 -1.013
H 1.670 -4.349 -1.621
H 1.825 -3.904 -3.127
H 0.751 -1.710 -2.823
H 0.300 -2.206 -1.233
H -0.046 -3.081 -2.776
C -2.856 -1.582 1.249
C -3.922 -1.465 2.396
C -5.213 -0.936 1.828
C -5.027 0.579 1.330
N -6.301 1.437 1.284
C -7.199 1.506 2.421
C -8.615 1.968 1.955
C -8.646 1.696 0.417
C -7.318 0.959 0.227
C -5.772 2.902 1.088
C -5.177 3.232 -0.222
C -4.469 4.624 -0.484
H -2.242 -2.367 1.695
H -2.421 -0.725 0.759
H -3.508 -2.213 0.536
H -3.665 -0.860 3.213
H -4.096 -2.415 2.768
H -5.957 -1.314 2.414
H -5.380 -1.521 0.888
H -4.796 0.557 0.370
H -4.214 0.946 2.123
H -6.757 2.064 3.267
H -7.532 0.453 2.663
H -8.901 2.824 2.134
H -9.514 1.676 2.490
H -8.363 2.535 -0.192
H -9.314 1.254 -0.196
H -6.745 1.088 -0.786
H -7.441 -0.173 0.129
H -5.232 3.117 1.923
H -6.658 3.501 0.992
H -5.861 3.238 -1.094
H -4.188 2.578 -0.299
H -4.712 5.110 -1.398
H -3.506 4.644 -0.633
H -4.789 5.357 0.119
O 4.106 0.618 1.036
C 3.172 1.024 0.345
O 2.171 1.525 0.886
B 1.163 1.814 -0.278
O 1.900 1.430 -1.446
C 3.068 1.070 -1.083
O 3.882 0.586 -1.930
O 0.745 3.275 -0.349
C -0.456 3.286 -0.187
O -1.004 4.194 -0.789
C -0.963 1.978 0.054
O -0.055 1.180 -0.018
O -2.167 1.597 -0.033
O -2.025 5.064 -3.114
H -1.613 4.471 -2.333
H -1.155 5.021 -3.639
O -0.610 0.457 2.740
H -0.940 1.136 3.437
H -0.859 0.375 1.928
O 1.192 -1.554 1.218
H 0.661 -0.876 1.573
H 0.817 -2.329 1.583
O 5.122 1.995 -4.125
H 4.813 1.439 -3.456
H 5.061 1.362 -4.900
O 1.766 0.429 -4.251
H 2.578 0.800 -4.682
H 1.974 0.773 -3.433
O -1.864 6.528 0.780
H -1.718 6.060 1.507
H -1.806 5.791 0.262
O 2.322 1.742 4.084
H 2.553 0.985 3.739
H 1.834 1.752 3.305
O 1.180 6.286 -1.012
H 0.871 5.278 -0.817
H 0.891 6.389 -1.831
O 3.246 -0.602 3.237
H 2.797 -1.389 2.708
H 3.527 -0.082 2.574
O 7.155 1.924 1.128
H 7.340 2.634 0.455
H 6.283 2.051 1.432
*
```

These are the Löwdin partial charges, in e, on atoms 1 to 4: number 1, C, carries -0.099; number 2, C, carries -0.159; number 3, C, carries -0.150; number 4, C, carries -0.079


- Which value of max |F| does entry 3 give?
  6.5 eV Å⁻¹


- Among the records above, which one has the lowest relative energy (zero: lowest compared OMol25 entry of this formula, charge and spin)?
  C24H26BrN2O2